Entry 1:
ORCA calculation (wB97M-V/def2-TZVPD) on 2 unconnected molecules or ions with the total composition C2H7OS.

Summary:
Relative energy (zero: lowest compared OMol25 entry of this formula, charge and spin) in kcal/mol: 1.5
Gap between HOMO and LUMO (spin up / spin down) in eV: 10.2698 / 7.0810
<S²>: 0.753

Structure (ORCA input):
```
! wB97M-V def2-TZVPD RIJCOSX def2/J DEFGRID3
* xyz 0 2
O -3.86 -0.19 1.64
H -3.31 -0.24 0.84
C 2.31 1.19 -0.88
C 0.92 0.63 -1.01
S 0.66 -0.86 -0.03
H 2.59 1.80 -1.73
H 2.41 1.80 0.02
H 3.01 0.36 -0.82
H 0.69 0.26 -2.02
H 0.11 1.31 -0.77
H -3.15 -0.09 2.30
*
```

Results of the Mulliken charge analysis, in e, for atoms 1 through 5:
1. O -0.6347
2. H 0.3195
3. C -0.9226
4. C -0.4149
5. S -0.1298

---

Entry 2:
ORCA calculation (wB97M-V/def2-TZVPD) on a single C2H7PS molecule at a distorted geometry.

Summary:
Relative energy (zero: lowest compared OMol25 entry of this formula, charge and spin) in kcal/mol: 76.4
Gap between HOMO and LUMO in eV: 8.3472
SMILES: CC(=[PH3])S

Structure (ORCA input):
```
! wB97M-V def2-TZVPD RIJCOSX def2/J DEFGRID3
* xyz 0 1
C -0.46 -1.48 0.27
C -0.58 0.08 0.37
P 0.74 0.74 -0.50
S -2.15 1.02 0.26
H -1.23 -1.91 -0.44
H 0.48 -1.61 -0.17
H -0.50 -1.96 1.35
H 1.95 0.08 -0.03
H 1.10 0.69 -1.94
H 0.86 2.04 -0.20
H -2.22 1.31 1.58
*
```

Results of the Mulliken charge analysis, in e, for atoms 1 through 5:
1. C -0.8189
2. C 0.0042
3. P -0.0377
4. S -0.2535
5. H 0.2475